--- w ---
9
Properties=species:S:1:pos:R:3:nbo_charge:R:1 method="wB97M-V/def2-TZVPD" orbital_gap_ev=11.010 smiles=N#C[C@H](Br)CBr molar_mass_g_mol=212.872
C 0.231 1.648 0.222 0.250
C -0.505 -0.868 -0.354 -0.472
C 0.519 -0.050 0.383 -0.314
N 0.113 2.756 0.007 -0.330
Br -2.284 -0.051 -0.271 0.035
Br 2.331 -0.434 -0.164 0.095
H -0.257 -0.989 -1.407 0.242
H -0.599 -1.850 0.117 0.244
H 0.451 -0.164 1.467 0.250

---

--- x ---
9
Properties=species:S:1:pos:R:3:nbo_charge:R:1 method="wB97M-V/def2-TZVPD" orbital_gap_ev=10.376 smiles=N#C[C@@H](Br)CBr molar_mass_g_mol=212.872
N 1.401 1.450 -1.297 -0.256
Br -0.471 -3.015 0.728 0.025
Br 0.781 -2.009 -2.128 0.086
C 0.666 0.562 -1.199 0.237
C -0.141 -1.097 0.391 -0.439
C -0.067 -0.651 -1.084 -0.409
H 0.956 -0.999 0.701 0.244
H -0.884 -0.481 0.894 0.242
H -1.054 -0.520 -1.584 0.269

---

x takes first place; second place is 0.363 eV up.